Entry 1:
C5H7BFNO2 | ωB97M-V with the def2-TZVPD basis set

DFT total energy = -524.56709 Ha
Total charge = 0
M = 142.9 g mol⁻¹
Maximum force = 3.7 eV/Å
Energy above the lowest of the compared OMol25 structures with the same formula, charge and spin = 574.33 kJ/mol

The geometry in XYZ format:
```
17
Properties=species:S:1:pos:R:3:nbo_charge:R:1
B -0.734 1.427 0.151 0.671
C -0.087 -0.785 1.510 -0.315
C -0.850 0.165 1.117 0.082
C 0.239 0.765 -1.357 0.669
C 0.899 -1.607 0.606 -0.417
C 0.638 -1.563 -0.851 -0.247
N 0.626 -0.378 -1.657 -0.472
O 0.326 2.279 0.532 -0.884
O -1.960 2.031 -0.353 -0.918
F 0.116 1.839 -2.199 -0.310
H -0.064 -1.004 2.557 0.245
H 1.942 -1.371 0.891 0.231
H 0.619 -2.540 1.060 0.238
H 1.412 -2.216 -1.539 0.225
H -0.402 -1.989 -0.875 0.214
H 0.081 3.216 0.405 0.496
H -2.801 1.731 0.003 0.492
```

=====

Entry 2:
C3H10N3 | ωB97M-V with the def2-TZVPD basis set

DFT total energy = -284.23660 Ha
Total charge = +1
M = 88.1 g mol⁻¹
Maximum force = 4.0 eV/Å
Energy above the lowest of the compared OMol25 structures with the same formula, charge and spin = 365.94 kJ/mol

The geometry in XYZ format:
```
16
Properties=species:S:1:pos:R:3:nbo_charge:R:1
N -1.883 -0.138 -0.574 -0.671
N -1.040 0.071 0.484 -0.254
C -0.223 1.213 0.392 -0.224
C 1.258 0.594 -0.279 -0.282
N 0.993 -0.850 -0.251 -0.538
C -0.157 -0.993 0.736 -0.038
H -1.414 0.069 -1.472 0.330
H -2.789 0.269 -0.489 0.398
H -0.137 1.518 1.394 0.236
H -0.503 1.958 -0.388 0.245
H 1.652 0.957 -1.237 0.241
H 1.973 0.751 0.431 0.214
H 0.652 -1.045 -1.188 0.419
H 1.915 -1.238 -0.320 0.457
H 0.358 -0.854 1.627 0.210
H -0.628 -1.970 0.636 0.258
```

=====

Entry 3:
C8H14NOS | ωB97M-V with the def2-TZVPD basis set

DFT total energy = -840.95466 Ha
Total charge = +1
M = 172.3 g mol⁻¹
Maximum force = 6.8 eV/Å
Energy above the lowest of the compared OMol25 structures with the same formula, charge and spin = 428.73 kJ/mol

The geometry in XYZ format:
```
25
Properties=species:S:1:pos:R:3:nbo_charge:R:1
C -1.352 1.631 -2.180 -0.361
C -0.370 1.002 -1.577 -0.160
C -0.358 0.152 2.414 -0.394
C 0.936 -0.725 2.248 -0.440
C -0.950 0.355 0.967 -0.485
C 1.943 -0.039 1.379 -0.252
C 0.026 1.000 0.151 -0.018
C -0.433 -1.551 -2.585 -0.778
N 1.349 0.319 0.127 -0.175
O 1.208 -0.786 -0.779 -0.513
S 0.801 -0.235 -2.306 1.171
H -1.673 1.475 -3.268 0.241
H -1.999 2.251 -1.684 0.237
H -1.188 -0.482 3.047 0.244
H -0.135 1.168 2.879 0.220
H 1.508 -0.884 3.288 0.248
H 0.693 -1.709 1.704 0.215
H -1.291 -0.705 0.809 0.234
H -1.865 0.951 0.974 0.236
H 2.373 0.920 1.744 0.237
H 2.727 -0.779 1.039 0.241
H 0.118 2.005 0.133 0.235
H -0.010 -2.566 -2.644 0.288
H -0.641 -1.305 -3.734 0.254
H -1.417 -1.463 -2.144 0.274
```

=====

Entry 4:
C2H10N2O3 | ωB97M-V with the def2-TZVPD basis set

DFT total energy = -417.39622 Ha
Total charge = 0
M = 110.1 g mol⁻¹
Maximum force = 5.0 eV/Å
Energy above the lowest of the compared OMol25 structures with the same formula, charge and spin = 202.97 kJ/mol

The geometry in XYZ format:
```
17
Properties=species:S:1:pos:R:3:nbo_charge:R:1
N 0.002 2.397 0.456 -0.875
C 1.130 1.762 -0.417 -0.083
N 1.078 0.354 -0.228 -0.630
C 2.030 -0.368 0.442 0.512
O 3.097 0.160 0.848 -0.627
H 0.169 2.004 1.437 0.380
H -0.832 2.257 -0.138 0.374
H 1.984 2.101 0.159 0.222
H 1.085 2.147 -1.400 0.191
H 0.286 -0.074 -0.797 0.410
H 1.799 -1.413 0.600 0.123
O -1.098 -3.515 0.492 -0.947
H -1.375 -4.422 0.674 0.475
H -0.313 -3.308 1.039 0.473
O -2.614 0.073 -0.900 -0.936
H -3.537 0.183 -0.531 0.471
H -2.891 -0.337 -1.735 0.466
```

=====

Entry 5:
C5H11N2O | ωB97M-V with the def2-TZVPD basis set

DFT total energy = -381.09661 Ha
Total charge = +2
M = 115.2 g mol⁻¹
<S²> = 0.762
Spin multiplicity = 2
Maximum force = 4.6 eV/Å
Energy above the lowest of the compared OMol25 structures with the same formula, charge and spin = 188.32 kJ/mol

The geometry in XYZ format:
```
19
Properties=species:S:1:pos:R:3:nbo_charge:R:1
O -0.740 2.298 -1.994 -0.453
C 0.111 1.430 -2.089 0.381
C -0.132 0.187 -1.229 -0.127
C 0.937 0.075 -0.144 -0.509
C 0.478 -0.700 1.016 0.217
C 0.672 -2.005 1.271 -0.084
N -0.040 0.131 1.927 -0.612
N -1.512 0.402 -0.513 -0.641
H 0.974 1.643 -2.704 0.220
H -0.211 -0.788 -1.856 0.286
H 1.809 -0.516 -0.601 0.303
H 1.319 1.140 0.165 0.282
H 0.553 -2.465 2.300 0.260
H 1.044 -2.729 0.680 0.241
H 0.567 0.922 2.161 0.456
H -0.453 -0.352 2.773 0.443
H -2.177 0.508 -1.232 0.470
H -1.659 -0.378 0.057 0.423
H -1.541 1.195 0.013 0.443
```

=====

Entry 6:
C6H23NO6 | ωB97M-V with the def2-TZVPD basis set

DFT total energy = -748.45459 Ha
Total charge = 0
M = 205.3 g mol⁻¹
Maximum force = 7.8 eV/Å
Energy above the lowest of the compared OMol25 structures with the same formula, charge and spin = 465.99 kJ/mol

The geometry in XYZ format:
```
36
Properties=species:S:1:pos:R:3:nbo_charge:R:1
C 2.555 -0.305 -0.390 -0.094
N 2.073 -0.938 0.658 -0.436
C 1.216 -0.220 1.527 -0.076
C 0.975 -0.731 2.785 -0.155
C 0.090 -0.074 3.820 -0.465
C -1.348 0.098 3.374 -0.368
C -1.748 1.472 2.982 -0.619
H 2.394 0.763 -0.456 0.197
H 3.357 -0.930 -0.952 0.195
H 0.646 0.637 1.115 0.169
H 1.489 -1.629 3.029 0.211
H 0.419 0.970 3.958 0.226
H 0.141 -0.631 4.754 0.225
H -2.144 -0.265 4.159 0.205
H -1.808 -0.579 2.558 0.161
H -1.528 2.275 3.766 0.205
H -1.400 1.796 2.031 0.206
H -2.843 1.618 2.885 0.214
O -1.588 2.999 -2.217 -0.907
H -1.660 2.444 -1.557 0.454
H -2.335 2.809 -2.704 0.454
O -1.771 -2.452 0.984 -1.029
H -2.321 -1.740 1.504 0.531
H -1.791 -3.329 0.834 0.504
O 0.187 -1.938 -3.247 -0.950
H -0.072 -2.163 -2.346 0.493
H -0.532 -2.150 -3.870 0.489
O 2.774 1.663 -2.448 -0.955
H 2.487 0.929 -3.034 0.476
H 2.086 2.340 -2.778 0.486
O 0.077 0.747 -3.537 -0.978
H -0.720 0.682 -4.065 0.461
H 0.204 -0.206 -3.329 0.484
O -1.729 -0.615 -1.171 -0.958
H -0.772 -0.470 -1.066 0.465
H -1.854 -1.279 -0.545 0.480
```

=====

Entry 7:
C14H29NO5PS | ωB97M-V with the def2-TZVPD basis set

DFT total energy = -1720.99857 Ha
Total charge = +1
M = 354.4 g mol⁻¹
Maximum force = 5.5 eV/Å

The geometry in XYZ format:
```
51
Properties=species:S:1:pos:R:3:nbo_charge:R:1
O -1.407 2.475 -5.378 -0.563
C -1.884 2.769 -4.319 0.811
C -1.574 4.085 -3.637 -0.524
C -0.113 4.129 -3.141 -0.404
C 0.652 5.323 -3.698 -0.510
S 1.124 5.084 -5.431 -0.049
O -2.804 1.976 -3.675 -0.531
C -2.451 0.622 -3.476 -0.417
P -0.637 0.381 -3.173 1.258
O -0.008 -0.276 -4.513 -0.942
O -0.497 -0.740 -1.943 -1.000
H -1.805 4.894 -4.313 0.241
H -2.246 4.149 -2.792 0.225
H 0.394 3.245 -3.491 0.226
H -0.112 4.201 -2.061 0.206
H 0.139 6.259 -3.522 0.209
H 1.589 5.368 -3.161 0.222
H 0.027 4.465 -5.894 0.137
H -2.950 0.303 -2.568 0.206
H -2.836 -0.023 -4.263 0.219
H 0.922 -0.415 -4.320 0.503
H -0.869 -0.321 -1.165 0.481
C 1.611 -3.853 2.400 -0.637
C 1.778 -2.326 2.199 0.097
C 2.214 -1.658 3.512 -0.405
C 1.108 -1.581 4.566 -0.414
C -0.155 -0.924 4.011 -0.406
C -0.670 -1.564 2.714 0.101
N 0.481 -1.692 1.729 0.344
O 0.689 -0.648 1.174 -0.093
C -1.308 -2.939 3.001 -0.638
C -1.804 -0.724 2.128 -0.629
C 2.873 -2.177 1.145 -0.626
H 2.554 -4.361 2.220 0.250
H 1.314 -4.121 3.411 0.223
H 0.888 -4.277 1.705 0.233
H 2.567 -0.643 3.301 0.227
H 3.067 -2.207 3.907 0.260
H 0.879 -2.576 4.953 0.216
H 1.467 -1.002 5.417 0.256
H -0.953 -0.969 4.750 0.259
H 0.046 0.138 3.833 0.227
H -1.560 -3.458 2.077 0.234
H -2.227 -2.803 3.564 0.248
H -0.682 -3.593 3.600 0.226
H -1.522 0.318 1.980 0.234
H -2.646 -0.733 2.812 0.252
H -2.142 -1.131 1.174 0.231
H 2.571 -2.629 0.200 0.241
H 3.770 -2.682 1.490 0.248
H 3.143 -1.138 0.960 0.236
```

=====

Entry 8:
C10H30Cl2O5PbS5 | ωB97M-V with the def2-TZVPD basis set

DFT total energy = -3879.34479 Ha
Total charge = 0
M = 668.8 g mol⁻¹
Maximum force = 1.1 eV/Å
Energy above the lowest of the compared OMol25 structures with the same formula, charge and spin = 5.62 kJ/mol

The geometry in XYZ format:
```
53
Properties=species:S:1:pos:R:3:nbo_charge:R:1
Pb 7.922 20.599 20.466 1.464
Cl 9.899 21.668 18.674 -0.842
Cl 9.383 20.478 22.922 -0.836
C 8.122 19.166 16.567 -0.841
S 6.853 18.533 17.650 1.273
O 6.480 19.674 18.531 -1.013
C 5.530 18.429 16.447 -0.827
H 8.884 19.588 17.229 0.298
H 7.718 19.945 15.926 0.235
H 8.529 18.324 16.004 0.219
H 5.858 17.895 15.556 0.229
H 5.245 19.451 16.193 0.242
H 4.694 17.905 16.904 0.232
C 10.829 17.654 21.536 -0.824
S 10.172 17.479 19.875 1.259
O 9.221 18.617 19.698 -1.041
C 11.637 17.965 18.983 -0.825
H 9.970 17.753 22.198 0.268
H 11.404 18.574 21.597 0.260
H 11.421 16.766 21.758 0.223
H 12.358 17.144 18.993 0.226
H 12.067 18.850 19.446 0.255
H 11.368 18.176 17.950 0.250
C 7.096 16.654 23.352 -0.821
S 6.067 17.471 22.126 1.274
O 6.819 18.681 21.705 -1.001
C 6.268 16.283 20.781 -0.837
H 7.058 17.277 24.241 0.250
H 8.114 16.515 22.992 0.233
H 6.644 15.686 23.582 0.224
H 5.374 16.325 20.159 0.235
H 6.350 15.262 21.154 0.229
H 7.137 16.584 20.197 0.255
C 8.672 25.506 20.528 -0.817
S 8.311 24.263 21.787 1.264
O 7.747 23.126 21.028 -1.030
C 9.998 23.803 22.144 -0.850
H 9.266 25.001 19.767 0.256
H 9.224 26.321 20.996 0.222
H 7.717 25.851 20.143 0.233
H 10.442 24.600 22.742 0.217
H 10.542 23.668 21.208 0.252
H 9.967 22.861 22.692 0.294
C 5.369 22.752 23.223 -0.846
S 4.375 21.872 22.028 1.280
O 5.319 21.208 21.111 -0.990
C 3.832 20.561 23.141 -0.830
H 4.875 22.777 24.193 0.224
H 5.557 23.763 22.869 0.239
H 6.328 22.235 23.310 0.265
H 3.401 20.965 24.054 0.224
H 4.725 19.978 23.374 0.239
H 3.124 19.961 22.576 0.232
```